Entry 1:
Entry from OMol25: a molecular structure, C5H10O (ωB97M-V/def2-TZVPD).

Its total energy is -7389.44159 eV. The molar mass is 86.13 u. Its net charge is 0. The value obtained for the energy above the lowest of the compared OMol25 structures with the same formula, charge and spin is 5.324 eV. Its spin multiplicity is 1. For the frontier orbital gap, the calculation gives 8.82 eV. The calculation puts the HOMO energy at -0.286 hartree.

Last column: Löwdin charge in e.
Element x y z (Å)
O -1.29 0.44 -1.59  -0.04
C -1.67 0.77 -0.36  -0.18
C 1.99 -0.28 0.15  -0.12
C -1.07 -0.86 0.69  -0.07
C 0.94 0.54 -0.59  -0.23
C -0.36 -0.26 -0.75  -0.23
H -0.13 -1.23 1.01  0.03
H 2.96 0.21 0.18  0.07
H -2.69 0.48 -0.11  0.12
H -1.78 -1.62 0.41  0.08
H 2.08 -1.25 -0.36  0.08
H -1.26 1.64 0.15  0.11
H 0.78 1.50 -0.07  0.10
H 1.71 -0.50 1.19  0.07
H -1.48 -0.37 1.64  0.10
H 1.28 0.79 -1.59  0.11



Entry 2:
Entry from OMol25: 2 unconnected molecules or ions with the total composition C5H10O (ωB97M-V/def2-TZVPD).

The structure (SMILES) is C[C@H]1CCC1=O.[H][H]. Its total energy is -7393.09051 eV. The molar mass is 86.13 u. Its net charge is 0. The value obtained for the energy above the lowest of the compared OMol25 structures with the same formula, charge and spin is 1.675 eV. Its spin multiplicity is 1. For the frontier orbital gap, the calculation gives 10.46 eV. The calculation puts the HOMO energy at -0.348 hartree.

Last column: Löwdin charge in e.
Element x y z (Å)
O -1.36 -1.13 -1.12  0.07
C -0.78 -0.19 -0.63  -0.40
C 0.40 -0.08 0.34  -0.30
C 0.45 1.44 0.00  -0.13
C 1.61 -0.94 0.03  -0.06
C -0.86 1.32 -0.82  -0.08
H 0.05 -0.25 1.37  0.14
H 1.93 -0.80 -1.01  0.08
H 1.37 -2.00 0.16  0.08
H 1.31 1.70 -0.62  0.11
H -2.12 -1.94 1.12  0.02
H -0.84 1.66 -1.86  0.12
H -2.27 -1.96 1.85  0.04
H 2.45 -0.69 0.68  0.08
H 0.41 2.12 0.85  0.10
H -1.75 1.75 -0.33  0.12



Entry 3:
Entry from OMol25: C5H10O in the gas phase (ωB97M-V/def2-TZVPD).

The structure (SMILES) is CC/C=C\OC. Its total energy is -7393.43536 eV. The molar mass is 86.13 u. Its net charge is 0. The value obtained for the energy above the lowest of the compared OMol25 structures with the same formula, charge and spin is 1.330 eV. Its spin multiplicity is 1. For the frontier orbital gap, the calculation gives 9.62 eV. The calculation puts the HOMO energy at -0.316 hartree.

Last column: Löwdin charge in e.
Element x y z (Å)
O 1.09 -1.95 0.05  -0.13
C -0.75 -0.46 -0.67  -0.11
C -0.42 0.97 -0.32  -0.27
C -1.47 1.55 0.64  -0.12
C -0.12 -1.63 -0.46  -0.18
C 2.06 -0.95 0.23  -0.10
H -0.41 1.57 -1.24  0.11
H 2.16 -0.32 -0.67  0.10
H -1.73 -0.59 -1.13  0.10
H -2.47 1.48 0.22  0.07
H -1.26 2.60 0.86  0.07
H -0.63 -2.55 -0.74  0.12
H 1.84 -0.31 1.09  0.09
H -1.47 0.99 1.59  0.08
H 0.57 1.07 0.13  0.07
H 3.01 -1.47 0.41  0.09



Entry 4:
Entry from OMol25: a molecular structure, C5H10O (ωB97M-V/def2-TZVPD).

Its total energy is -7391.81843 eV. The molar mass is 86.13 u. Its net charge is 0. The value obtained for the energy above the lowest of the compared OMol25 structures with the same formula, charge and spin is 2.947 eV. Its spin multiplicity is 1. For the frontier orbital gap, the calculation gives 11.06 eV. The calculation puts the HOMO energy at -0.367 hartree.

Last column: Löwdin charge in e.
Element x y z (Å)
O 0.56 0.17 1.72  -0.14
C 0.26 0.66 -1.76  -0.04
C -0.86 -1.47 0.59  -0.05
C 0.46 -0.74 0.54  -0.35
C -0.02 1.23 0.87  -0.17
C 0.68 0.52 -0.27  -0.28
H -1.72 -0.80 0.62  0.07
H 1.28 -1.47 0.46  0.14
H -0.96 -2.13 -0.28  0.08
H 0.30 2.26 1.07  0.12
H 1.63 0.63 0.46  0.19
H -1.10 1.14 0.96  0.11
H 0.34 1.68 -2.14  0.07
H 0.82 0.02 -2.44  0.07
H -0.81 0.38 -1.90  0.08
H -0.87 -2.09 1.50  0.09



Entry 5:
Entry from OMol25: C5H10O in the gas phase (ωB97M-V/def2-TZVPD).

The structure (SMILES) is OC1CCCC1. Its total energy is -7394.21516 eV. The molar mass is 86.13 u. Its net charge is 0. The value obtained for the energy above the lowest of the compared OMol25 structures with the same formula, charge and spin is 0.550 eV. Its spin multiplicity is 1. For the frontier orbital gap, the calculation gives 10.97 eV. The calculation puts the HOMO energy at -0.366 hartree.

Last column: Löwdin charge in e.
Element x y z (Å)
O -2.01 0.15 0.64  -0.02
C 0.98 -0.93 0.42  -0.15
C 1.29 0.66 0.22  -0.16
C -1.00 0.19 -0.35  -0.43
C -0.23 -1.13 -0.45  -0.17
C -0.06 1.33 0.00  -0.15
H -1.38 0.43 -1.37  0.14
H 1.80 -1.61 0.15  0.10
H -0.84 -1.99 -0.16  0.11
H 1.77 1.02 1.12  0.09
H 0.70 -1.10 1.48  0.11
H -2.51 -0.64 0.41  0.09
H -0.40 1.89 0.87  0.12
H -0.03 2.03 -0.84  0.11
H 0.05 -1.29 -1.50  0.12
H 1.94 1.00 -0.61  0.10



Entry 6:
Entry from OMol25: a molecular structure, C5H10O (ωB97M-V/def2-TZVPD).

Its total energy is -7391.64189 eV. The molar mass is 86.13 u. Its net charge is 0. The value obtained for the energy above the lowest of the compared OMol25 structures with the same formula, charge and spin is 3.123 eV. Its spin multiplicity is 1. For the frontier orbital gap, the calculation gives 8.99 eV. The calculation puts the HOMO energy at -0.322 hartree.

Last column: Löwdin charge in e.
Element x y z (Å)
O 0.38 2.19 -0.35  -0.07
C -0.54 1.39 -0.53  -0.48
C -0.53 0.03 -0.04  -0.24
C 0.73 -0.58 0.51  -0.21
C -1.83 -0.54 0.48  -0.04
C 1.99 -0.29 -0.30  -0.10
H -1.77 -1.60 0.75  0.08
H 0.58 -1.65 0.67  0.11
H 1.90 -0.71 -1.30  0.08
H 2.86 -0.75 0.19  0.07
H -2.65 -0.37 -0.21  0.09
H 2.13 0.78 -0.38  0.07
H -1.58 1.70 -0.80  0.13
H 0.84 -0.14 1.52  0.14
H -2.08 0.01 1.40  0.11
H -0.44 0.57 -1.59  0.26



Entry 7:
Entry from OMol25: C5H10O in the gas phase (ωB97M-V/def2-TZVPD).

The structure (SMILES) is COC1CCC1. Its total energy is -7392.65568 eV. The molar mass is 86.13 u. Its net charge is 0. The value obtained for the energy above the lowest of the compared OMol25 structures with the same formula, charge and spin is 2.110 eV. Its spin multiplicity is 1. For the frontier orbital gap, the calculation gives 10.61 eV. The calculation puts the HOMO energy at -0.348 hartree.

Last column: Löwdin charge in e.
Element x y z (Å)
O -1.44 -0.36 0.54  -0.13
C -0.37 -0.13 -0.31  -0.40
C -0.31 1.25 -1.00  -0.11
C 1.08 0.06 0.19  -0.14
C -1.21 -1.57 1.23  -0.11
C 1.18 1.40 -0.57  -0.16
H -0.55 -1.40 2.09  0.09
H -0.73 -2.29 0.55  0.09
H -2.17 -1.95 1.56  0.09
H -0.96 2.08 -0.66  0.12
H 1.89 1.37 -1.40  0.10
H -0.49 1.08 -2.06  0.10
H 1.41 2.29 0.02  0.10
H 1.51 -0.76 -0.37  0.09
H 1.41 -0.01 1.24  0.11
H -0.24 -1.07 -1.06  0.17



Entry 8:
Entry from OMol25: 4 unconnected molecules or ions with the total composition C5H10O (ωB97M-V/def2-TZVPD).

Its total energy is -7386.70412 eV. The molar mass is 86.13 u. Its net charge is 0. The value obtained for the energy above the lowest of the compared OMol25 structures with the same formula, charge and spin is 8.061 eV. Its spin multiplicity is 1. For the frontier orbital gap, the calculation gives 8.79 eV. The calculation puts the HOMO energy at -0.307 hartree.

Last column: Löwdin charge in e.
Element x y z (Å)
O 1.38 0.41 0.05  -0.14
C -0.63 1.69 0.00  -0.08
C -0.71 -0.80 0.16  -0.17
C 2.20 -0.70 -0.07  -0.13
C 0.02 0.35 -0.03  -0.52
C -2.20 -0.85 -0.07  -0.18
H 2.09 -1.12 -1.14  0.12
H 3.21 -0.39 0.13  0.08
H -2.60 -1.87 -0.76  0.13
H -2.71 -0.93 1.05  0.11
H -0.13 -1.76 0.25  0.10
H -2.20 1.34 -0.30  0.17
H 0.03 2.52 -1.05  0.18
H -2.58 0.22 -0.61  0.05
H -0.36 2.10 1.42  0.19
H 2.10 -1.56 0.66  0.10



Entry 9:
Entry from OMol25: 2 unconnected molecules or ions with the total composition C5H10O (ωB97M-V/def2-TZVPD).

The structure (SMILES) is C=CCC=C.O. Its total energy is -7392.61442 eV. The molar mass is 86.13 u. Its net charge is 0. The value obtained for the energy above the lowest of the compared OMol25 structures with the same formula, charge and spin is 2.151 eV. Its spin multiplicity is 1. For the frontier orbital gap, the calculation gives 10.08 eV. The calculation puts the HOMO energy at -0.343 hartree.

Last column: Löwdin charge in e.
Element x y z (Å)
O -0.02 -0.47 4.35  -0.05
C -0.70 -1.32 -2.48  0.00
C -0.02 2.09 -0.65  -0.01
C -0.67 -0.78 -1.27  -0.20
C 0.57 -0.35 -0.50  -0.21
C 0.90 1.12 -0.70  -0.17
H -0.34 -1.28 4.73  0.03
H -1.59 -0.38 -0.84  0.09
H 0.33 -0.57 0.55  0.10
H -1.06 1.86 -0.44  0.05
H 0.23 -1.33 -3.04  0.06
H -1.55 -1.85 -2.86  0.05
H 1.89 1.41 -1.02  0.09
H 1.42 -0.97 -0.73  0.10
H -0.18 -0.56 3.41  0.02
H 0.10 3.12 -0.96  0.05



Entry 10:
Entry from OMol25: C5H10O in the gas phase (ωB97M-V/def2-TZVPD).

The structure (SMILES) is CC(=O)C(C)C. Its total energy is -7394.75454 eV. The molar mass is 86.13 u. Its net charge is 0. The value obtained for the energy above the lowest of the compared OMol25 structures with the same formula, charge and spin is 0.011 eV. Its spin multiplicity is 1. For the frontier orbital gap, the calculation gives 10.50 eV. The calculation puts the HOMO energy at -0.351 hartree.

Last column: Löwdin charge in e.
Element x y z (Å)
O 0.90 -1.34 1.33  0.08
C -1.17 0.84 -0.39  -0.07
C 0.85 1.37 1.05  -0.08
C -0.04 -1.98 -0.76  -0.02
C 0.44 -0.98 0.27  -0.43
C 0.29 0.51 -0.07  -0.37
H -1.29 1.92 -0.53  0.08
H 0.38 1.12 2.01  0.09
H -1.83 0.54 0.43  0.09
H -1.13 -2.00 -0.78  0.08
H 0.30 -1.71 -1.77  0.09
H 0.33 -2.97 -0.49  0.08
H 0.88 0.68 -0.99  0.14
H 0.68 2.43 0.84  0.08
H -1.52 0.35 -1.30  0.07
H 1.93 1.22 1.17  0.08